Entry from the OMol25 dataset: a 14-piece molecular cluster, C53H106Cl2O35 overall (wB97M-V/def2-TZVPD).

Calculated values
**LUMO level**: 0.28 eV
**Max |F|**: 0.0615 Eh/bohr

XYZ file:
```
196
Properties=species:S:1:pos:R:3:forces:R:3
C 3.11055 -1.62279 3.76832 -0.05 -0.54 0.16
Cl 2.29878 -1.29327 2.25097 0.07 0.12 0.00
Cl 1.93214 -1.91474 5.05910 -0.15 0.30 0.30
H 3.62896 -2.57363 3.70263 0.30 0.24 -0.27
H 3.76143 -0.79018 4.01111 -0.08 -0.01 0.06
C -1.14020 -4.86197 3.01304 0.16 -0.20 1.19
C -1.65391 -6.27693 3.22679 0.78 -0.80 -0.28
O -2.91612 -6.21898 3.88128 -0.85 1.21 0.39
C -3.63450 -7.31816 3.91937 0.91 -1.59 0.11
O -3.34803 -8.34269 3.34535 -0.25 -0.15 -0.34
O -4.62489 -7.21307 4.78648 -0.40 1.81 0.28
C -5.41692 -8.33290 5.07269 -0.02 -0.96 0.58
H -0.24193 -4.78070 2.40210 -0.38 -0.31 -0.62
H -0.74421 -4.53212 3.97933 -0.37 0.27 0.10
H -1.95662 -4.19962 2.73374 0.16 0.05 -0.37
H -1.00483 -6.83530 3.91008 0.19 0.10 -0.14
H -1.72271 -6.90553 2.33944 -0.07 0.33 -0.15
H -4.80931 -9.05301 5.63026 0.00 -0.30 -0.54
H -5.87872 -8.75436 4.18100 0.21 -0.13 0.03
H -6.19177 -8.06244 5.78975 0.00 0.57 -0.30
C 4.04682 -1.95180 -0.81885 1.07 -0.16 0.54
C 4.91535 -3.00127 -1.49436 -0.33 -0.68 -0.41
O 4.66800 -2.91332 -2.90823 0.17 -0.30 -0.49
C 3.63215 -3.62943 -3.38173 0.11 1.00 0.93
O 3.12373 -4.56305 -2.83624 -0.27 -0.69 0.03
O 3.20809 -3.00723 -4.46269 -0.06 0.33 -0.92
C 2.09431 -3.54770 -5.16999 -0.34 -0.01 -0.40
H 3.10719 -1.83420 -1.35511 -0.08 -0.05 0.11
H 4.57566 -0.99889 -0.77896 -0.25 0.15 -0.10
H 3.87692 -2.26977 0.20905 -0.26 0.17 -0.01
H 4.67036 -4.00108 -1.13090 -0.19 0.02 -0.19
H 5.99904 -2.93098 -1.41660 -0.08 0.57 0.30
H 1.70993 -2.77202 -5.82932 0.25 0.25 0.16
H 1.28201 -3.83252 -4.50578 0.21 -0.24 0.11
H 2.40569 -4.36380 -5.81948 0.02 -0.25 0.28
C 2.15389 2.30016 -4.81095 -0.68 0.75 -1.30
C 2.08388 3.05942 -3.51277 -0.45 0.67 -1.06
O 0.72906 3.54766 -3.37977 -0.37 -0.82 1.13
C 0.39169 4.75276 -3.80171 0.70 -0.91 -0.97
O 1.16574 5.50759 -4.33672 -0.53 0.85 0.24
O -0.92853 4.86161 -3.65126 0.14 -0.09 0.35
C -1.51287 6.14998 -3.73801 0.46 0.41 -0.82
H 1.92468 2.98164 -5.63293 0.09 0.12 -0.01
H 1.42032 1.49804 -4.89972 0.12 -0.20 0.39
H 3.16026 1.89540 -4.93546 -1.77 2.10 -1.57
H 2.72706 3.93216 -3.62382 0.25 -0.07 0.55
H 2.27662 2.39440 -2.67536 -0.22 0.78 -0.08
H -2.53510 6.02659 -3.39465 0.12 0.23 0.26
H -1.52071 6.51049 -4.77143 -0.08 -0.22 -0.04
H -0.90138 6.87716 -3.20109 -0.38 -0.04 0.38
C -0.27927 -5.22240 -2.62053 -1.53 -0.52 -0.42
C -0.57050 -5.97293 -1.32375 2.01 1.02 0.11
O -0.97167 -7.28639 -1.66635 -0.23 -0.08 0.11
C -0.96583 -8.18228 -0.66676 -1.39 0.07 -1.06
O -0.63071 -7.98383 0.45379 0.63 -0.03 1.08
O -1.54364 -9.27238 -1.16850 -0.05 -0.20 -0.72
C -1.77588 -10.39233 -0.33800 -0.08 -0.25 0.94
H 0.09742 -5.96456 -3.32533 0.63 0.23 0.10
H 0.37741 -4.36707 -2.49508 0.17 -0.17 0.11
H -1.20456 -4.89608 -3.10708 -0.06 0.25 0.22
H -1.22386 -5.45986 -0.61355 -0.49 -0.26 -0.28
H 0.39978 -6.00095 -0.81356 -0.14 -0.38 0.20
H -0.83807 -10.89936 -0.11290 -0.02 0.05 0.14
H -2.44524 -11.09539 -0.82915 0.16 0.26 -0.50
H -2.29325 -10.09933 0.57818 0.32 0.13 0.12
C 0.74985 1.95624 5.16369 -0.28 0.03 0.45
C -0.02516 1.33974 4.01500 -0.16 -1.04 0.24
O -1.01940 2.23821 3.50336 0.66 0.05 -0.26
C -2.21783 2.21801 4.06676 -0.39 -0.41 -1.18
O -2.55840 1.59113 5.02982 -0.05 0.34 0.31
O -3.01649 2.92066 3.22887 0.07 0.40 0.93
C -4.35855 3.07793 3.67798 -0.72 -0.78 0.55
H 0.85074 3.03635 5.04844 0.24 -0.04 -0.32
H 1.72468 1.49656 5.32096 0.04 0.00 -0.26
H 0.20735 1.83316 6.10310 -0.13 -0.10 -0.07
H -0.51773 0.40710 4.30094 -0.20 0.21 0.52
H 0.56795 0.95534 3.18418 0.29 0.94 -0.25
H -4.75016 2.10884 4.00009 -0.06 -0.13 -0.48
H -4.92804 3.49432 2.85455 0.07 -0.02 -0.06
H -4.51876 3.66942 4.58238 0.70 0.50 -0.20
C 0.43077 4.76779 1.99182 -0.65 0.35 -0.51
C -0.10839 5.92300 1.16112 0.84 0.52 -0.12
O -1.52770 6.04856 1.22976 -0.77 -0.02 0.45
C -2.29414 5.43658 0.32463 1.28 0.87 -0.35
O -1.83770 4.76958 -0.56817 -0.45 -0.63 -0.30
O -3.54914 5.82521 0.47843 -0.43 0.31 0.79
C -4.44041 5.37548 -0.55049 1.17 -1.35 -0.04
H 0.16096 4.82529 3.04399 0.01 0.08 0.02
H 1.51228 4.72478 1.86647 0.03 -0.08 0.05
H -0.05218 3.89312 1.55370 0.28 -0.32 0.27
H 0.28428 5.81664 0.14840 -0.64 -0.28 -0.14
H 0.22897 6.92328 1.43369 0.18 -0.18 0.54
H -3.97248 5.68005 -1.48528 -0.78 0.11 -0.26
H -5.46309 5.67229 -0.35710 0.21 0.57 0.03
H -4.39280 4.28348 -0.51092 -0.30 0.05 -0.30
C 4.73120 4.33914 5.25211 -0.29 1.66 0.17
C 4.13972 3.31177 4.30676 1.05 -0.03 0.16
O 5.14515 3.18504 3.26427 -0.04 0.07 0.01
C 5.06544 2.09132 2.53274 0.76 0.10 -0.05
O 4.13161 1.33629 2.49327 -0.16 -0.27 -0.10
O 6.23580 1.94091 1.87090 -0.61 0.27 0.11
C 6.16003 1.03636 0.78598 -0.66 -0.64 -0.90
H 5.81800 4.39874 5.30408 0.04 -0.94 0.00
H 4.33357 4.34861 6.26724 -0.09 -0.52 -0.05
H 4.52963 5.36131 4.90949 -0.36 -0.16 -0.27
H 3.19313 3.60920 3.86040 -0.02 0.03 0.06
H 4.03973 2.32383 4.75406 -0.17 0.08 0.13
H 5.48754 1.40744 0.00232 0.14 0.20 0.14
H 5.70868 0.07952 1.05820 0.38 -0.02 0.34
H 7.14366 0.91121 0.34327 0.13 0.04 0.32
C -2.11204 1.49861 -2.35352 0.07 -0.16 -0.79
C -3.39662 2.26900 -2.37976 -0.56 0.98 0.68
O -4.03710 2.05541 -3.65152 0.79 -0.63 -0.18
C -4.97125 2.87787 -4.07023 -0.75 -0.36 0.60
O -5.35799 3.86505 -3.50081 0.06 0.57 -0.05
O -5.52073 2.34863 -5.16516 0.69 -0.01 -0.54
C -6.54601 3.10275 -5.78942 -0.76 0.38 0.57
H -2.29964 0.44877 -2.58753 0.21 0.24 0.01
H -1.57441 1.58092 -1.41159 -0.20 0.12 0.08
H -1.46063 1.88697 -3.13767 0.11 0.02 0.14
H -3.23566 3.33121 -2.18886 0.26 0.03 -0.47
H -4.11114 2.01174 -1.59067 -0.01 -0.50 -0.08
H -6.84860 2.58056 -6.69120 0.16 -0.12 0.05
H -6.26575 4.13061 -6.02133 0.34 -0.12 -0.01
H -7.38112 3.16108 -5.08679 -0.13 0.02 -0.22
C -4.28726 -6.75413 0.38702 0.78 1.48 -0.15
C -4.13057 -5.65962 -0.69388 -1.15 -1.28 0.39
O -3.81622 -4.38451 -0.14692 0.43 -0.27 0.96
C -3.78974 -3.34836 -0.96740 -0.20 -0.10 -0.95
O -3.89929 -3.37678 -2.16695 -0.01 -0.11 -0.13
O -3.63331 -2.25721 -0.25019 0.71 0.40 1.24
C -3.71470 -0.98186 -0.87247 -1.47 -0.37 -0.65
H -4.42496 -7.70080 -0.12977 -0.03 -0.07 0.09
H -5.15361 -6.50456 0.99638 0.07 -0.24 0.21
H -3.37960 -6.77239 0.99155 -0.17 -0.33 0.15
H -5.15395 -5.59643 -1.06822 0.39 0.20 -1.00
H -3.37793 -6.00365 -1.39978 -0.20 0.41 -0.40
H -3.10337 -0.85805 -1.76465 0.26 -0.35 0.52
H -3.56447 -0.24746 -0.08791 0.38 0.01 -0.09
H -4.74749 -0.89237 -1.22684 0.04 0.29 -0.01
O 8.16156 0.89214 -3.24337 -0.66 -0.52 0.14
C 7.36472 1.79802 -3.29689 1.76 0.29 0.20
O 6.05928 1.68505 -3.48037 -0.18 0.12 0.00
C 5.45106 0.37656 -3.43505 -0.61 0.10 0.14
C 3.96689 0.64933 -3.48076 0.09 -2.17 0.43
C 7.83996 3.23359 -3.21042 -0.02 0.11 -0.38
H 5.78590 -0.13615 -2.53388 0.02 0.02 0.04
H 5.70992 -0.25242 -4.28687 0.41 0.26 -0.06
H 3.42523 -0.30273 -3.54089 0.26 -0.24 -0.01
H 3.64732 1.13579 -4.40149 1.83 -1.65 1.89
H 3.51871 1.09124 -2.59257 0.54 0.39 -0.11
H 7.91803 3.63726 -2.20001 -0.79 -0.13 0.13
H 7.19247 3.80931 -3.87194 0.14 0.45 0.33
H 8.88053 3.31490 -3.52125 -0.13 -0.35 -0.48
O 3.32668 6.63785 0.15727 0.34 -0.08 0.10
C 3.12372 6.57863 -1.03368 -0.64 -0.39 1.61
O 3.95890 5.98655 -1.88812 -0.36 0.18 -0.55
C 5.06783 5.20480 -1.41565 0.10 0.34 1.16
C 4.63393 4.05401 -0.50351 -0.28 -0.12 -1.65
C 1.87886 7.14784 -1.65039 0.84 0.89 -1.63
H 5.79226 5.79221 -0.84553 -0.19 0.51 -0.21
H 5.54308 4.91703 -2.34848 -0.02 -0.48 0.14
H 3.79650 3.58431 -1.02980 0.17 -0.07 0.21
H 4.29137 4.34672 0.48315 0.28 0.19 0.04
H 5.45632 3.33949 -0.48473 -0.05 0.05 0.28
H 1.62143 8.11606 -1.22581 0.23 -0.08 0.35
H 0.96147 6.56611 -1.66909 0.38 -0.55 0.19
H 2.19729 7.32358 -2.68246 -0.66 0.04 -0.16
O -4.62489 -3.04117 3.77541 -0.01 0.49 0.52
C -4.13438 -2.00631 4.18626 0.16 -1.44 -1.48
O -4.81897 -0.90924 4.41223 -0.37 1.11 0.52
C -6.22862 -0.87768 4.09494 0.52 0.31 0.41
C -6.42016 -0.53406 2.64172 -0.30 -1.03 -0.25
C -2.64129 -1.82074 4.27319 -1.08 1.14 1.03
H -6.58759 -0.05436 4.71267 -0.16 -0.16 0.09
H -6.69733 -1.80520 4.41510 0.04 -0.08 -0.20
H -6.17007 0.50603 2.45057 -0.17 0.00 -0.18
H -7.44438 -0.80680 2.37604 -0.16 0.63 -0.05
H -5.84047 -1.20262 2.00074 0.32 0.15 0.13
H -2.42027 -0.98195 4.93773 0.00 -0.24 0.31
H -2.35701 -1.40514 3.30473 0.46 -0.88 -0.24
H -2.27008 -2.76090 4.66385 0.70 0.07 -0.64
O 0.91774 0.95895 -1.98549 0.16 -1.29 0.59
C 1.22582 0.80509 -0.81904 -0.85 2.26 -0.60
O 0.75728 -0.11200 0.00405 0.48 -1.20 0.30
C -0.07795 -1.17550 -0.52115 -0.17 0.47 0.69
C -0.10157 -2.34670 0.45234 0.71 -0.25 -1.27
C 2.07138 1.79745 -0.05624 0.55 -1.18 0.21
H 0.32981 -1.53169 -1.46599 -0.27 0.35 -0.24
H -1.02985 -0.64766 -0.60248 -0.22 -0.72 -0.52
H -0.67824 -3.13237 -0.04299 -0.77 0.21 0.51
H -0.36974 -2.10375 1.47462 -0.33 -0.14 -0.08
H 0.87602 -2.83616 0.42475 0.24 0.37 0.39
H 2.32870 1.25457 0.85132 0.47 0.46 0.19
H 1.60834 2.74161 0.22061 -0.41 -0.10 -0.34
H 2.96034 2.00089 -0.65548 -0.10 -0.07 0.29
```
Positions in Å, forces in eV/Å.